[1]
C49H56F9N5OOsPSbTe as an isolated structure. Source: the Open Molecules 2025 dataset; level of theory: wB97M-V/def2-TZVPD.

Calculated values
**Net charge**: +3
**Expectation value of S²**: 8.764
**DFT total energy**: -4087.8846 Ha
**Spin multiplicity**: 6
**ΔE to the lowest compared entry with this formula, charge and spin**: 132.4 kJ/mol
**LUMO level (alpha / beta)**: -7.73 / -10.61 eV
**Max |F|**: 1.57 eV/Å

XYZ file:
```
124
C49H56F9N5OOsPSbTe (wB97M-V/def2-TZVPD)
Os 0.043 -0.392 0.378
C -0.838 -1.006 -2.774
C -1.727 -1.437 -1.641
O -2.944 -1.514 -1.837
N -1.234 -1.910 -0.448
Te -2.891 -3.186 -0.062
C -2.445 -4.466 1.583
C -2.857 -4.261 2.907
C -3.188 -2.908 3.477
C -2.926 -5.362 3.752
C -2.631 -6.650 3.317
C -2.812 -7.828 4.217
C -2.166 -6.817 2.010
C -2.064 -5.754 1.132
C -1.521 -6.009 -0.255
C -4.559 -2.168 0.764
C -5.737 -2.928 0.752
C -5.787 -4.377 0.339
C -6.909 -2.318 1.185
C -6.938 -1.000 1.619
C -8.200 -0.361 2.100
C -5.744 -0.276 1.610
C -4.551 -0.832 1.188
C -3.311 0.018 1.205
H -0.770 -1.872 -3.439
H 0.168 -0.715 -2.480
H -1.323 -0.211 -3.337
H -2.815 -2.103 2.847
H -2.750 -2.800 4.469
H -4.267 -2.784 3.585
H -3.234 -5.210 4.780
H -3.114 -7.532 5.218
H -1.895 -8.416 4.278
H -3.573 -8.498 3.812
H -1.884 -7.809 1.676
H -0.876 -6.887 -0.243
H -0.929 -5.172 -0.630
H -2.326 -6.215 -0.965
H -4.985 -4.649 -0.350
H -6.727 -4.601 -0.162
H -5.716 -5.032 1.211
H -7.826 -2.895 1.171
H -9.067 -0.998 1.944
H -8.365 0.596 1.603
H -8.130 -0.139 3.167
H -5.758 0.756 1.943
H -3.370 0.773 1.987
H -3.188 0.530 0.244
H -2.418 -0.586 1.388
F 5.367 3.009 6.272
C 5.457 2.930 4.942
F 5.521 4.166 4.444
F 6.601 2.295 4.639
C 4.289 2.157 4.369
C 3.658 2.580 3.212
C 2.629 1.815 2.683
C 2.242 0.638 3.315
C 2.871 0.224 4.489
C 3.900 0.985 5.011
P 0.874 -0.369 2.678
C -0.356 -0.328 4.009
C -0.461 -1.324 4.975
C -1.412 -1.202 5.974
C -2.245 -0.091 6.005
C -2.122 0.921 5.063
C -1.179 0.797 4.057
C -3.360 -0.047 7.024
F -4.401 -0.768 6.550
F -3.790 1.195 7.239
F -2.990 -0.583 8.186
C 1.550 -2.050 2.520
C 0.648 -3.115 2.384
C 1.108 -4.374 2.050
C 2.461 -4.571 1.801
C 3.365 -3.529 1.945
C 2.912 -2.270 2.306
C 2.894 -5.920 1.281
F 2.512 -6.021 -0.016
F 4.209 -6.088 1.338
F 2.297 -6.912 1.950
H 3.968 3.500 2.733
H 2.115 2.141 1.783
H 2.561 -0.683 4.994
H 4.402 0.677 5.920
H 0.194 -2.187 4.956
H -1.505 -1.963 6.738
H -2.755 1.796 5.120
H -1.081 1.582 3.313
H -0.409 -2.958 2.573
H 0.424 -5.208 1.981
H 4.421 -3.705 1.782
H 3.632 -1.473 2.449
C -3.862 4.775 -0.495
C -2.919 5.094 -1.652
C -3.193 4.215 -2.870
C -1.445 5.015 -1.207
N -1.044 3.656 -0.849
C -0.605 2.679 -1.656
N -0.402 1.615 -0.911
N -0.726 1.980 0.346
N -1.104 3.197 0.396
H -4.896 4.868 -0.822
H -3.711 5.464 0.337
H -3.719 3.755 -0.128
H -3.066 6.136 -1.942
H -3.143 3.151 -2.621
H -2.495 4.428 -3.684
H -4.196 4.412 -3.243
H -1.289 5.637 -0.327
H -0.789 5.352 -2.008
H -0.450 2.764 -2.718
C 4.544 -0.176 0.126
Sb 2.636 -0.353 -0.835
C 2.791 1.307 -2.177
C 3.051 -1.925 -2.221
H 5.172 0.400 -0.553
H 4.966 -1.170 0.258
H 4.476 0.334 1.082
H 3.723 1.184 -2.725
H 2.818 2.245 -1.624
H 1.959 1.307 -2.879
H 4.113 -1.863 -2.454
H 2.469 -1.773 -3.128
H 2.821 -2.897 -1.792
```

***

[2]
A 5-piece molecular cluster, C49H57IO26 overall. Source: the Open Molecules 2025 dataset; level of theory: wB97M-V/def2-TZVPD.

Calculated values
**Net charge**: 0
**DFT total energy**: -4154.7999 Ha
**LUMO level**: -1.64 eV
**Max |F|**: 6.97 eV/Å
**SMILES**: C#C[C@@](CC(C)C)(O[C@](COCOCCO)(CC(=O)OC(C)=O)C[C@H](C)I)[C@@H](C)OCCOC(C)=O.O=C1C=C(O)C(=O)C=C1O.O=C1C=C(O)C(=O)C=C1O.O=C1C=C(O)C(=O)C=C1O.O=C1C=C(O)C(=O)C=C1O

XYZ file:
```
133
C49H57IO26 (wB97M-V/def2-TZVPD)
C -0.185 -1.979 -1.188
C -0.094 -2.618 -0.027
C -0.184 -3.593 1.212
C 0.983 -3.078 2.263
C 1.145 -4.046 3.551
C 0.634 -3.222 4.878
C 2.692 -4.545 3.790
O -1.343 -3.809 1.956
C -2.609 -3.251 1.703
C -3.250 -3.434 0.209
O -3.292 -2.137 -0.508
C -4.457 -2.061 -1.363
O -4.637 -3.181 -2.262
C -3.488 -3.390 -3.127
C -2.975 -2.079 -3.920
O -2.357 -2.575 -5.172
C -2.938 -1.771 2.260
C -1.849 -0.628 2.014
O -1.178 -0.203 3.032
O -1.589 0.068 0.767
C -2.000 1.464 0.856
C -3.293 1.988 -0.001
O -1.390 2.349 1.535
C -3.605 -4.228 2.606
C -5.077 -3.636 2.840
C -5.297 -3.133 4.393
I -6.465 -5.362 2.628
C 0.384 -5.064 0.713
C -0.318 -5.608 -0.630
O 1.834 -5.132 0.649
C 2.360 -4.942 -0.690
C 3.944 -4.536 -0.495
O 4.302 -3.354 -1.288
C 4.152 -2.143 -0.528
C 5.446 -1.339 0.078
O 3.017 -1.574 -0.302
H -0.204 -1.221 -2.066
H 0.562 -2.070 2.680
H 1.965 -2.804 1.734
H 0.507 -5.001 3.524
H 0.439 -3.934 5.768
H 1.309 -2.328 5.137
H -0.414 -2.792 4.590
H 3.281 -3.765 4.400
H 3.230 -4.713 2.785
H 2.627 -5.530 4.403
H -4.333 -3.818 0.213
H -2.644 -4.137 -0.469
H -5.389 -2.062 -0.655
H -4.486 -1.022 -1.888
H -3.833 -4.150 -3.944
H -2.574 -3.868 -2.617
H -2.114 -1.624 -3.309
H -3.804 -1.339 -4.213
H -3.055 -2.641 -5.874
H -3.046 -1.874 3.418
H -3.945 -1.345 1.847
H -3.160 3.132 -0.164
H -4.284 1.777 0.570
H -3.273 1.502 -1.043
H -3.010 -4.480 3.564
H -3.685 -5.204 1.970
H -5.449 -2.876 2.065
H -5.266 -1.986 4.499
H -4.360 -3.539 4.961
H -6.205 -3.628 4.897
H 0.063 -5.795 1.566
H -1.408 -5.907 -0.335
H -0.273 -4.904 -1.536
H 0.178 -6.616 -0.955
H 1.895 -4.075 -1.284
H 2.341 -5.890 -1.350
H 4.635 -5.441 -0.681
H 4.084 -4.259 0.632
H 6.295 -1.324 -0.719
H 5.127 -0.226 0.207
H 5.768 -1.833 1.067
O 2.074 -2.137 -10.667
C 1.239 -1.824 -9.834
C 0.847 -2.719 -8.739
C -0.083 -2.348 -7.854
O -0.451 -3.178 -6.829
C -0.756 -1.020 -7.949
O -1.615 -0.716 -7.138
C -0.346 -0.116 -9.031
C 0.586 -0.487 -9.911
O 0.978 0.348 -10.921
H 1.342 -3.679 -8.684
H -1.141 -2.691 -6.319
H -0.829 0.851 -9.078
H 1.658 -0.150 -11.419
O -3.562 5.496 0.203
C -2.529 6.102 0.445
C -1.482 5.553 1.314
C -0.373 6.251 1.569
O 0.610 5.749 2.375
C -0.159 7.606 0.988
O 0.858 8.225 1.256
C -1.196 8.145 0.099
C -2.303 7.446 -0.159
O -3.274 7.936 -0.987
H -1.650 4.568 1.732
H 1.303 6.440 2.402
H -1.020 9.123 -0.331
H -3.968 7.246 -1.009
O 4.286 6.198 -4.841
C 3.884 6.310 -3.694
C 3.386 7.582 -3.156
C 2.970 7.670 -1.891
O 2.502 8.849 -1.379
C 2.997 6.490 -0.982
O 2.627 6.611 0.174
C 3.472 5.212 -1.526
C 3.885 5.123 -2.792
O 4.326 3.938 -3.311
H 3.374 8.431 -3.826
H 2.265 8.654 -0.448
H 3.469 4.359 -0.860
H 4.568 4.135 -4.239
O 4.616 2.257 7.129
C 3.675 2.977 6.834
C 3.046 2.945 5.509
C 2.029 3.760 5.217
O 1.435 3.737 3.988
C 1.499 4.727 6.220
O 0.580 5.471 5.916
C 2.112 4.742 7.553
C 3.126 3.925 7.845
O 3.704 3.927 9.084
H 3.442 2.240 4.790
H 0.730 4.416 4.026
H 1.706 5.436 8.277
H 4.412 3.253 9.042
```

***

[3]
A 6-piece molecular cluster, C49H58B2Cl2F45N6O15 overall. Source: the Open Molecules 2025 dataset; level of theory: wB97M-V/def2-TZVPD.

Calculated values
**Net charge**: +1
**DFT total energy**: -8822.3850 Ha
**LUMO level**: -5.96 eV
**Max |F|**: 10.51 eV/Å

XYZ file:
```
177
C49H58B2Cl2F45N6O15 (wB97M-V/def2-TZVPD)
C 2.152 -6.679 -0.707
C 3.164 -5.531 -1.371
C 2.989 -4.033 -0.798
F 2.521 -4.164 0.636
N 2.251 -2.999 -1.516
C 3.015 -2.031 -2.362
N 3.730 -1.038 -1.686
C 3.735 -0.823 -0.176
C 2.320 -0.123 0.378
C 2.677 0.514 1.883
F 1.237 -1.102 0.612
C 4.618 0.005 -2.395
O 5.913 -0.248 -2.736
N 4.211 1.467 -2.589
C 4.650 2.307 -1.380
O 3.816 3.184 -0.755
F 6.032 2.241 -0.785
N 2.971 -2.132 -3.854
N 4.068 -2.574 -4.479
C 4.809 -1.627 -5.367
O 4.329 -0.663 -6.151
F 6.311 -1.795 -5.411
C 4.964 -3.531 -3.772
O 5.905 -3.277 -2.850
F 4.910 -4.975 -4.218
C 1.629 -2.572 -4.438
C 1.772 -3.203 -5.983
B 2.125 -4.784 -6.136
O 1.280 -5.944 -5.747
O 3.424 -5.169 -6.797
C 0.635 -1.256 -4.740
Cl 1.108 -0.313 -6.314
C 0.517 -0.128 -3.610
C 1.195 1.354 -3.991
Cl -1.322 0.308 -3.451
C 0.811 -3.644 -3.443
C -0.657 -4.111 -3.981
C -1.949 -3.309 -3.403
C -2.937 -2.963 -4.690
C -4.131 -1.894 -4.347
N -5.454 -2.621 -4.190
C -6.027 -2.452 -2.797
C -5.143 -2.698 -1.418
O -7.309 -2.063 -2.664
C 0.819 -3.163 -1.836
O 0.106 -4.262 -1.121
B -0.750 -3.746 -0.039
O -1.990 -2.955 -0.189
O -0.370 -4.075 1.381
H 2.638 -7.719 -1.038
H 2.165 -6.687 0.463
H 1.078 -6.679 -1.186
H 4.250 -5.908 -1.039
H 3.139 -5.679 -2.528
H 4.106 -3.620 -0.664
H 4.573 -0.037 0.156
H 3.948 -1.773 0.463
H 1.956 0.761 -0.303
H 2.159 -0.198 2.689
H 2.218 1.577 2.050
H 3.820 0.493 2.131
H 4.581 1.860 -3.481
H 2.572 -2.641 -6.639
H 0.687 -3.082 -6.469
H 1.842 -6.754 -5.534
H 3.697 -6.094 -6.477
H -0.475 -1.596 -5.022
H 0.852 -0.356 -2.527
H 0.543 1.978 -4.735
H 1.220 1.961 -2.964
H 2.300 1.285 -4.352
H 1.405 -4.678 -3.331
H -0.743 -4.090 -5.172
H -0.820 -5.261 -3.702
H -1.727 -2.391 -2.717
H -2.576 -4.071 -2.731
H -3.457 -3.987 -5.013
H -2.329 -2.601 -5.621
H -4.216 -1.163 -5.285
H -3.817 -1.257 -3.406
H -6.133 -2.130 -4.830
H -4.470 -1.731 -1.275
H -4.410 -3.602 -1.536
H -5.822 -2.804 -0.470
H 0.160 -2.210 -1.648
H -1.993 -2.167 0.430
H -0.431 -5.062 1.539
C 3.761 5.693 5.802
C 4.253 4.265 5.520
C 3.952 3.747 4.119
F 2.622 3.691 3.867
F 4.422 2.481 3.964
F 3.763 3.427 6.474
F 5.612 4.264 5.691
O 2.518 5.802 6.500
C 1.349 5.736 5.684
C 0.469 4.520 6.002
F 1.143 3.356 5.816
F -0.617 4.475 5.186
F 1.711 5.799 4.380
F 0.660 6.881 5.935
H 4.492 6.143 6.483
H 3.790 6.331 4.912
H 4.424 4.370 3.356
H 0.122 4.548 7.037
C -3.965 2.720 6.260
C -2.977 3.291 7.288
C -1.696 2.484 7.464
F -1.937 1.227 7.906
F -0.887 3.064 8.392
F -3.619 3.468 8.475
F -2.633 4.548 6.865
O -5.042 1.944 6.789
C -4.747 0.568 7.025
C -4.841 0.185 8.508
F -3.975 0.907 9.264
F -4.525 -1.123 8.697
F -3.544 0.268 6.478
F -5.667 -0.134 6.309
H -4.457 3.581 5.793
H -3.460 2.213 5.429
H -1.134 2.423 6.530
H -5.849 0.356 8.893
C 7.435 -2.138 1.335
C 8.423 -1.567 2.364
C 9.704 -2.374 2.540
F 9.463 -3.631 2.982
F 10.513 -1.795 3.467
F 7.781 -1.391 3.551
F 8.767 -0.310 1.940
O 6.358 -2.915 1.864
C 6.653 -4.291 2.101
C 6.559 -4.673 3.584
F 7.425 -3.951 4.340
F 6.875 -5.982 3.772
F 7.856 -4.590 1.554
F 5.733 -4.993 1.385
H 6.943 -1.277 0.869
H 7.940 -2.646 0.505
H 10.266 -2.435 1.605
H 5.551 -4.503 3.969
C -1.450 10.291 6.781
C -2.643 9.337 6.612
C -2.806 8.754 5.214
F -3.019 9.711 4.280
F -3.885 7.927 5.162
F -3.778 9.965 7.023
F -2.458 8.299 7.487
O -1.747 11.687 6.705
C -1.788 12.234 5.388
C -3.177 12.765 5.007
F -4.115 11.785 5.054
F -3.183 13.250 3.737
F -1.314 11.318 4.508
F -0.888 13.254 5.385
H -1.083 10.148 7.803
H -0.600 10.016 6.146
H -1.930 8.171 4.923
H -3.489 13.564 5.684
C -10.389 -2.105 -8.942
C -8.969 -1.738 -9.399
C -8.132 -2.910 -9.899
F -7.935 -3.846 -8.940
F -6.896 -2.489 -10.279
F -8.336 -1.069 -8.398
F -9.094 -0.837 -10.424
O -10.571 -2.273 -7.534
C -10.248 -3.566 -7.024
C -9.080 -3.539 -6.029
F -7.950 -3.051 -6.602
F -8.784 -4.791 -5.589
F -10.041 -4.416 -8.059
F -11.374 -4.007 -6.399
H -11.026 -1.251 -9.196
H -10.812 -2.940 -9.513
H -8.598 -3.389 -10.763
H -9.317 -2.916 -5.164
```